[1]
Molecular formula: C21H59MgN7NaO12
Method: DFT, the ωB97M-V functional and the def2-TZVPD basis

* max |F|: 6.78 eV/A
* E: -2483.2166 Eh
* expectation value of S²: 0.76
* orbital gap (spin up / spin down): 7.483 / 3.205 eV

```
! wB97M-V def2-TZVPD RIJCOSX def2/J DEFGRID3
* xyz 2 2
Na -1.02341 -0.72515 -2.95103
Mg -0.93490 3.67779 -1.41799
N 1.17836 1.84054 -2.98919
O 2.35458 1.83091 -2.62390
O 0.44171 2.69897 -2.48306
O 0.72576 1.04537 -3.74804
N -0.43001 0.84986 -0.11500
O -0.50531 2.07717 -0.05378
O -1.27325 0.16890 -0.56714
O 0.55133 0.29535 0.25931
C 0.31913 5.70674 2.13239
C -0.48873 4.90810 1.06811
C -1.84920 5.51850 0.57889
O -2.48472 4.64958 -0.45239
C -3.80071 5.12606 -0.84776
N 0.29883 4.78203 -0.12124
H -0.32791 5.85899 2.99626
H 0.67641 6.66471 1.75458
H 1.12858 5.09548 2.53143
H -0.77361 3.93905 1.47784
H -1.78232 6.49122 0.09162
H -2.52408 5.62387 1.42833
H -4.06871 4.54214 -1.72828
H -3.75159 6.17948 -1.12343
H -4.61892 5.03301 -0.13364
H 0.65780 5.69524 -0.36055
H 1.15092 4.35355 0.21110
C 4.08521 3.47311 2.12913
C 4.03070 2.77474 0.79914
C 4.55832 1.27579 0.71858
O 5.99300 1.11891 0.87933
C 6.61988 -0.09961 0.37462
N 2.61092 2.88076 0.37554
H 3.99513 4.55178 2.00085
H 5.01415 3.33155 2.68152
H 3.36325 3.04314 2.82339
H 4.53042 3.46699 0.12153
H 4.27600 0.85229 -0.24529
H 4.10191 0.70250 1.52550
H 6.38141 -0.13672 -0.68833
H 6.37779 -1.03566 0.87791
H 7.70760 -0.03084 0.38995
H 1.97283 2.18045 0.72553
H 2.61580 2.75644 -0.62677
C 2.11462 -2.12307 -1.31488
C 1.82405 -3.23988 -2.37452
C 1.07622 -4.48385 -1.78679
O 0.66235 -5.36694 -2.79088
C 1.67739 -5.97489 -3.60953
N 1.05638 -2.60792 -3.41611
H 1.19188 -1.73282 -0.88551
H 2.57486 -1.19294 -1.64827
H 2.66244 -2.44322 -0.42859
H 2.76007 -3.46618 -2.88517
H 0.19430 -4.29905 -1.17347
H 1.83725 -4.79007 -1.06904
H 2.51266 -5.31522 -3.84461
H 1.19414 -6.36041 -4.50727
H 2.14462 -6.79878 -3.07008
H 0.88961 -3.23005 -4.19408
H 1.55860 -1.89488 -3.92545
C 4.17728 -3.33976 3.13763
C 3.15494 -3.08690 1.96428
C 2.00383 -4.05346 1.88857
O 1.16266 -3.97688 3.09189
C 0.21374 -5.04147 3.24903
N 2.68358 -1.73603 2.06868
H 4.78195 -4.24552 3.09212
H 3.51181 -3.46117 3.99232
H 4.90107 -2.57030 3.40628
H 3.76122 -3.12167 1.05912
H 2.41724 -5.06200 1.89461
H 1.39979 -3.86731 1.00055
H 0.57652 -5.96846 2.80499
H -0.79676 -4.84797 2.88909
H 0.06000 -5.15380 4.32227
H 2.13202 -1.49125 1.25877
H 2.08117 -1.70788 2.87887
C -4.94774 -0.56085 -0.66352
C -6.13669 0.12102 -1.42352
C -6.70407 1.48105 -0.96692
O -7.23969 1.29857 0.34546
C -8.57580 0.79317 0.48845
N -5.87976 0.11140 -2.81868
H -4.88785 -1.63456 -0.84146
H -5.05771 -0.34837 0.39990
H -3.93524 -0.25451 -0.92640
H -6.92724 -0.60414 -1.23050
H -7.52175 1.96552 -1.50057
H -5.83120 2.12150 -0.84035
H -9.25653 1.62257 0.29658
H -8.89931 0.55215 1.50105
H -8.84955 0.10494 -0.31124
H -5.11563 -0.53805 -2.93883
H -5.38988 0.98472 -2.95076
C -2.31186 -2.47550 1.14450
O -1.18445 -2.75502 0.39530
H -3.17165 -2.27248 0.50603
H -2.51688 -3.21578 1.91784
H -2.05905 -1.53827 1.64026
H -0.83396 -1.94060 0.02722
*
```

[2]
Molecular formula: C33H35N3O4
Method: DFT, the ωB97M-V functional and the def2-TZVPD basis

* max |F|: 4.87 eV/A
* E: -1743.6024 Eh
* orbital gap: 6.739 eV

```
! wB97M-V def2-TZVPD RIJCOSX def2/J DEFGRID3
* xyz 0 1
C 1.26972 -6.52835 3.35462
O 0.66347 -6.90833 2.10684
C 0.15767 -5.99127 1.25149
C -0.55323 -6.50552 0.13527
C -1.16225 -5.63830 -0.75315
C -1.04380 -4.24327 -0.58626
N -1.76131 -3.42200 -1.47781
C -1.48734 -2.13710 -1.86035
C -0.21906 -1.40600 -1.75950
C -0.24230 0.03452 -1.51503
C 0.90410 0.81423 -1.22799
C 1.27853 1.86655 -2.23785
C 2.51507 1.99128 -2.89431
C 2.74600 3.09789 -3.73724
C 1.73423 4.06031 -3.89671
C 0.52592 3.95291 -3.22125
C 0.27684 2.81879 -2.43229
O 0.84996 -2.07526 -1.86289
N -2.33947 -1.87302 -2.87136
C -2.25092 -0.65402 -3.63265
C -3.24328 -2.91989 -3.02207
C -2.89747 -3.88756 -2.17231
C -0.30540 -3.73988 0.47930
C 0.27257 -4.59240 1.41176
H 1.51197 -7.48789 3.80734
H 2.17829 -5.95076 3.18967
H 0.56580 -5.97978 3.98493
H -0.61420 -7.58955 0.01419
H -1.74278 -6.06784 -1.57605
H -1.19333 0.54923 -1.35448
H 1.75416 0.29239 -0.79333
H 3.31167 1.23603 -2.71624
H 3.72121 3.20455 -4.25984
H 1.90163 4.92943 -4.56905
H -0.25400 4.71247 -3.30071
H -0.66573 2.69217 -1.92274
H -2.86198 -0.73994 -4.55369
H -2.58370 0.21764 -3.04324
H -1.20402 -0.47049 -3.94696
H -4.04667 -2.91417 -3.78010
H -3.33936 -4.86040 -1.98803
H -0.19987 -2.65830 0.59749
H 0.81570 -4.16997 2.26273
C -2.54923 2.52728 2.61264
C -1.17073 1.87934 2.84025
N -0.91696 0.63255 2.11070
C -1.50986 -0.51981 2.91672
C -0.63058 -1.16593 3.97519
C 0.18271 0.40166 1.31046
C 0.55885 1.54429 0.40212
C 1.87498 2.14939 0.74387
C 1.96361 3.65355 0.63661
C 1.11248 4.57552 1.28873
C 1.30445 5.95679 1.09913
C 2.30926 6.39776 0.23683
C 3.11821 5.47542 -0.47331
C 2.98249 4.11165 -0.21077
O 2.89107 1.45202 0.97783
O 0.74219 -0.74210 1.25855
H -2.66931 3.26656 3.41631
H -2.62882 3.05396 1.64554
H -3.34493 1.77273 2.67949
H -0.35749 2.57380 2.61739
H -1.13217 1.57457 3.91795
H -2.37034 -0.02637 3.41205
H -1.87835 -1.28558 2.21270
H -1.14290 -2.08477 4.30450
H 0.36912 -1.44417 3.59436
H -0.52576 -0.50236 4.83920
H -0.30212 2.19234 0.14950
H 0.33609 4.18171 1.95293
H 0.64926 6.65455 1.66260
H 2.45438 7.48035 0.10514
H 3.86420 5.82031 -1.19866
H 3.67314 3.38386 -0.66673
*
```

[3]
Molecular formula: C28H33N3O2
Method: DFT, the ωB97M-V functional and the def2-TZVPD basis

* max |F|: 19.95 eV/A
* E: -1400.6643 Eh
* orbital gap: 7.667 eV

```
! wB97M-V def2-TZVPD RIJCOSX def2/J DEFGRID3
* xyz 0 1
O -1.94253 -1.25022 -5.02817
C -1.04978 -0.76509 -4.33493
N -1.12558 -0.04152 -3.17564
C -0.13338 0.52682 -2.52571
H 0.65248 0.35846 -3.03825
C -0.12669 -0.10649 -1.24959
N -1.34098 0.01879 -0.69851
C -2.54624 -0.61910 -1.30489
H -3.48860 -0.48287 -0.85547
C -2.49107 0.15067 -2.74582
H -3.07385 -0.51702 -3.31842
H -2.69051 1.00349 -2.65145
H -2.49508 -1.54873 -1.53043
C -1.61216 1.04894 0.43714
C -1.49980 2.42806 -0.11582
C -1.67440 3.53303 0.79624
N -1.14166 3.46733 2.08850
C -1.30186 2.03057 2.60634
C -0.94904 0.87089 1.88010
H 0.24702 0.88828 1.51623
H -1.29300 -0.15766 2.14207
H -0.60665 1.80192 3.54823
H -2.29850 1.87993 2.96213
C 0.48167 3.70502 2.10577
C 0.72574 3.60470 3.79921
C 2.01785 3.21820 4.04220
C 2.37730 3.37744 5.16256
C 1.83149 3.90304 6.34945
C 0.65385 4.60454 5.73232
C 0.15405 4.58445 4.52558
H -0.78859 4.90886 4.36187
H -0.09971 5.09664 6.60449
H 2.17040 4.05777 7.26452
H 3.31713 2.82547 5.45727
H 2.54248 2.62630 3.16972
H 0.51960 4.63618 1.86639
H 0.81226 2.98144 1.69654
H -1.30757 4.61531 0.45245
H -2.79982 3.42606 1.11263
H -0.17045 2.44848 -0.42186
H -1.86801 2.84253 -1.11550
H -2.52767 0.97235 0.44939
H 0.63647 0.31182 -0.62429
H 0.08379 -1.14389 -1.35375
H -0.28892 1.42039 -2.50656
C 0.31928 -1.04218 -4.89431
O 1.29539 -1.45529 -4.03913
C 1.03548 -2.52098 -3.27768
C 1.98857 -3.06574 -2.17475
C 1.96040 -4.21939 -1.51485
C 2.81037 -4.43443 -0.37127
C 2.63471 -5.52037 0.43601
C 1.48642 -6.26627 0.42239
C 0.63949 -5.93093 -0.79332
C 0.80778 -4.78275 -1.61029
C 0.04248 -4.58589 -2.60621
C -0.12056 -3.56718 -3.44921
H -0.71815 -3.39393 -4.25534
H -0.97227 -5.31242 -2.66382
H -0.02355 -6.47706 -0.89936
H 1.30688 -7.13233 0.90217
H 3.44907 -5.64265 1.13203
H 3.63144 -3.75532 -0.25858
H 2.94650 -2.39146 -2.34680
H 0.21828 -1.84890 -5.82203
H 0.77050 -0.19608 -5.44993
*
```

[4]
Molecular formula: C2H7O2
Method: DFT, the ωB97M-V functional and the def2-TZVPD basis

* max |F|: 5.24 eV/A
* E: -230.2476 Eh
* expectation value of S²: 2.01
* orbital gap (spin up / spin down): 7.620 / 8.025 eV

```
! wB97M-V def2-TZVPD RIJCOSX def2/J DEFGRID3
* xyz 1 3
C -0.69270 -0.33463 -1.04931
C 0.91127 1.27994 0.56013
O -0.40981 -1.27404 1.06511
O 0.29966 -0.58930 0.06970
H -1.50151 0.29984 -0.69232
H -0.23325 0.03421 -1.92563
H -0.96168 -1.38143 -1.32507
H 1.90783 1.13056 0.42590
H 0.32232 1.71712 -0.11650
H 0.34935 1.20463 1.56667
H 0.00852 -2.08690 1.42130
*
```

[5]
Molecular formula: C5H3O6Sc
Method: DFT, the ωB97M-V functional and the def2-TZVPD basis

* max |F|: 9.13 eV/A
* E: -1403.5685 Eh
* orbital gap (spin up / spin down): 5.987 / 5.986 eV

```
! wB97M-V def2-TZVPD RIJCOSX def2/J DEFGRID3
* xyz 2 1
O 3.49220 3.10995 1.35040
C 2.61859 2.62191 0.79661
Sc -0.05678 -1.51003 -0.95184
O 0.16153 0.10649 1.64088
C -0.12685 0.31369 0.47859
C -2.25664 -0.62027 -0.45226
O -3.25059 -0.20122 -0.00655
C -1.45576 1.57577 -1.44543
O -1.26018 2.03036 -2.50715
C -0.74582 1.55174 -0.12763
O -0.30960 2.66479 0.20113
H 1.51494 -2.44430 -1.32734
O 0.24301 -2.79281 0.81260
H 1.22296 -2.64790 0.93123
H 0.20899 -3.75818 0.60674
*
```

[6]
Molecular formula: C5H4O2
Method: DFT, the ωB97M-V functional and the def2-TZVPD basis

* SMILES: C=C1OC=CC1=O
* max |F|: 3.29 eV/A
* E: -343.3517 Eh
* orbital gap: 9.009 eV

```
! wB97M-V def2-TZVPD RIJCOSX def2/J DEFGRID3
* xyz 0 1
C -1.69167 -1.07826 -0.06313
C -0.50322 -0.48554 -0.04157
C 1.68668 -0.17606 0.04139
C 1.17616 1.06695 -0.07150
C -0.28865 0.98900 -0.04280
H -2.61901 -0.45747 -0.04116
H -1.81311 -2.14741 0.11422
H 2.73242 -0.43785 0.00076
H 1.76067 1.99134 -0.11721
O 0.71937 -1.14320 0.10535
O -1.15964 1.87850 0.11567
*
```

Q: Look up the max |F| of the fifth one.
A: 9.13 eV/A

Copy entry 6 word for word.
Molecular formula: C5H4O2
Method: DFT, the ωB97M-V functional and the def2-TZVPD basis

* SMILES: C=C1OC=CC1=O
* max |F|: 3.29 eV/A
* E: -343.3517 Eh
* orbital gap: 9.009 eV

```
! wB97M-V def2-TZVPD RIJCOSX def2/J DEFGRID3
* xyz 0 1
C -1.69167 -1.07826 -0.06313
C -0.50322 -0.48554 -0.04157
C 1.68668 -0.17606 0.04139
C 1.17616 1.06695 -0.07150
C -0.28865 0.98900 -0.04280
H -2.61901 -0.45747 -0.04116
H -1.81311 -2.14741 0.11422
H 2.73242 -0.43785 0.00076
H 1.76067 1.99134 -0.11721
O 0.71937 -1.14320 0.10535
O -1.15964 1.87850 0.11567
*
```

Copy entry 3 word for word.
Molecular formula: C28H33N3O2
Method: DFT, the ωB97M-V functional and the def2-TZVPD basis

* max |F|: 19.95 eV/A
* E: -1400.6643 Eh
* orbital gap: 7.667 eV

```
! wB97M-V def2-TZVPD RIJCOSX def2/J DEFGRID3
* xyz 0 1
O -1.94253 -1.25022 -5.02817
C -1.04978 -0.76509 -4.33493
N -1.12558 -0.04152 -3.17564
C -0.13338 0.52682 -2.52571
H 0.65248 0.35846 -3.03825
C -0.12669 -0.10649 -1.24959
N -1.34098 0.01879 -0.69851
C -2.54624 -0.61910 -1.30489
H -3.48860 -0.48287 -0.85547
C -2.49107 0.15067 -2.74582
H -3.07385 -0.51702 -3.31842
H -2.69051 1.00349 -2.65145
H -2.49508 -1.54873 -1.53043
C -1.61216 1.04894 0.43714
C -1.49980 2.42806 -0.11582
C -1.67440 3.53303 0.79624
N -1.14166 3.46733 2.08850
C -1.30186 2.03057 2.60634
C -0.94904 0.87089 1.88010
H 0.24702 0.88828 1.51623
H -1.29300 -0.15766 2.14207
H -0.60665 1.80192 3.54823
H -2.29850 1.87993 2.96213
C 0.48167 3.70502 2.10577
C 0.72574 3.60470 3.79921
C 2.01785 3.21820 4.04220
C 2.37730 3.37744 5.16256
C 1.83149 3.90304 6.34945
C 0.65385 4.60454 5.73232
C 0.15405 4.58445 4.52558
H -0.78859 4.90886 4.36187
H -0.09971 5.09664 6.60449
H 2.17040 4.05777 7.26452
H 3.31713 2.82547 5.45727
H 2.54248 2.62630 3.16972
H 0.51960 4.63618 1.86639
H 0.81226 2.98144 1.69654
H -1.30757 4.61531 0.45245
H -2.79982 3.42606 1.11263
H -0.17045 2.44848 -0.42186
H -1.86801 2.84253 -1.11550
H -2.52767 0.97235 0.44939
H 0.63647 0.31182 -0.62429
H 0.08379 -1.14389 -1.35375
H -0.28892 1.42039 -2.50656
C 0.31928 -1.04218 -4.89431
O 1.29539 -1.45529 -4.03913
C 1.03548 -2.52098 -3.27768
C 1.98857 -3.06574 -2.17475
C 1.96040 -4.21939 -1.51485
C 2.81037 -4.43443 -0.37127
C 2.63471 -5.52037 0.43601
C 1.48642 -6.26627 0.42239
C 0.63949 -5.93093 -0.79332
C 0.80778 -4.78275 -1.61029
C 0.04248 -4.58589 -2.60621
C -0.12056 -3.56718 -3.44921
H -0.71815 -3.39393 -4.25534
H -0.97227 -5.31242 -2.66382
H -0.02355 -6.47706 -0.89936
H 1.30688 -7.13233 0.90217
H 3.44907 -5.64265 1.13203
H 3.63144 -3.75532 -0.25858
H 2.94650 -2.39146 -2.34680
H 0.21828 -1.84890 -5.82203
H 0.77050 -0.19608 -5.44993
*
```